# 1
Entry from the OMol25 dataset: a molecular structure, C32H40BClN12O4S2Ti at a distorted geometry (ωB97M-V with the def2-TZVPD basis set).

Geometry as XYZ:
```
93
Properties=species:S:1:pos:R:3
Ti 0.06 0.32 0.32
C -2.68 3.83 -0.48
C -1.91 3.21 -1.64
C -2.11 4.03 -2.92
C -2.30 1.78 -1.87
C -3.40 1.37 -2.64
C -3.32 0.00 -2.66
N -2.25 -0.38 -1.94
N -1.61 0.71 -1.43
B -1.82 -1.86 -1.88
N -1.65 -2.33 -0.43
C -2.32 -3.40 0.03
C -2.13 -3.50 1.38
C -1.29 -2.44 1.70
N -1.00 -1.72 0.60
C -0.82 -2.14 3.10
C -2.00 -1.61 3.93
C -0.27 -3.39 3.79
N -0.67 -2.22 -2.83
C -0.87 -2.55 -4.13
C 0.35 -2.88 -4.67
C 1.26 -2.71 -3.61
N 0.63 -2.32 -2.51
C 2.73 -3.03 -3.61
C 3.56 -1.91 -2.97
C 2.98 -4.37 -2.91
H -2.45 4.90 -0.40
H -3.76 3.72 -0.63
H -2.41 3.36 0.46
H -0.86 3.22 -1.39
H -3.17 4.15 -3.16
H -1.68 5.02 -2.79
H -1.62 3.56 -3.77
H -4.13 1.99 -3.13
H -3.93 -0.75 -3.14
H -2.78 -2.46 -2.30
H -2.90 -3.99 -0.66
H -2.52 -4.25 2.05
H -0.04 -1.39 3.05
H -2.73 -2.40 4.09
H -1.64 -1.26 4.91
H -2.51 -0.78 3.44
H -1.08 -4.10 3.99
H 0.49 -3.88 3.20
H 0.17 -3.11 4.75
H -1.86 -2.54 -4.55
H 0.57 -3.19 -5.68
H 3.03 -3.12 -4.66
H 3.29 -1.79 -1.92
H 4.62 -2.15 -3.02
H 3.38 -0.96 -3.46
H 2.73 -4.29 -1.86
H 2.37 -5.16 -3.36
H 4.04 -4.66 -2.99
S 1.58 0.74 -1.58
C 2.08 2.42 -1.64
C 2.96 2.83 -2.64
C 3.38 4.15 -2.74
C 2.90 5.09 -1.83
C 2.02 4.70 -0.83
C 1.60 3.37 -0.72
S 0.51 2.88 0.55
H 3.32 2.09 -3.34
H 4.07 4.44 -3.52
H 3.22 6.13 -1.89
H 1.65 5.42 -0.12
N 3.26 0.48 1.48
C 2.37 0.59 2.47
N 2.87 0.83 3.69
C 1.97 1.17 4.61
N 2.44 1.33 5.89
N 0.67 1.36 4.42
C 0.24 1.07 3.17
N 1.05 0.55 2.18
C -1.12 1.29 2.85
C -2.03 1.87 3.77
C -3.36 1.88 3.48
C -3.82 1.29 2.26
C -2.88 0.82 1.38
N -1.55 0.85 1.61
H 4.20 0.29 1.76
H 2.96 0.19 0.56
H 3.42 1.53 5.94
H 1.85 1.92 6.46
H -1.64 2.27 4.69
H -4.07 2.32 4.17
H -4.86 1.25 2.01
H -3.17 0.41 0.42
O 1.49 -3.89 0.71
Cl 2.43 -2.81 0.85
O 3.64 -3.11 0.14
O 2.74 -2.60 2.25
O 1.86 -1.58 0.31
```

Computed properties:
Multiplicity: 3
LUMO (spin up / spin down) in eV: 4.393 / 4.383
Frontier orbital gap (spin up / spin down) in eV: 5.11 / 6.10
Relative energy (zero: lowest compared OMol25 entry of this formula, charge and spin) in kJ/mol: 0.0
Charge: -2

Here is what Löwdin gives for the atomic charges, in e: Ti 0.704; C -0.076; C -0.389; C -0.076; C -0.274; C -0.026; C -0.093; N -0.017; N 0.060; B -0.543; N 0.006; C -0.075; C -0.013; C -0.261; N 0.068; C -0.342; C -0.053; C -0.062; N -0.029; C -0.107; C -0.039; C -0.301; N 0.160; C -0.373; C -0.091; C -0.071; H 0.074; H 0.078; H 0.041; H 0.052; H 0.064; H 0.073; H 0.082; H 0.092; H 0.106; H 0.107; H 0.111; H 0.098; H 0.109; H 0.076; H 0.084; H 0.051; H 0.068; H 0.058; H 0.081; H 0.102; H 0.081; H 0.121; H 0.033; H 0.073; H 0.055; H 0.056; H 0.070; H 0.069; S 0.658; C -0.671; C -0.146; C -0.142; C -0.145; C -0.148; C -0.686; S 0.702; H 0.086; H 0.079; H 0.078; H 0.085; N 0.193; C -0.455; N 0.161; C -0.486; N 0.109; N 0.160; C -0.346; N -0.013; C -0.281; C -0.039; C -0.104; C -0.098; C -0.163; N -0.041; H 0.111; H 0.032; H 0.073; H 0.074; H 0.097; H 0.088; H 0.086; H 0.105; O -0.339; Cl 0.660; O -0.351; O -0.351; O -0.481

# 2
Entry from the OMol25 dataset: a molecular structure, C32H40Cl3GeN4OS3TeTi at a distorted geometry (ωB97M-V with the def2-TZVPD basis set).

Geometry as XYZ:
```
86
Properties=species:S:1:pos:R:3
Ti 0.33 0.03 -0.30
C 1.88 2.35 2.38
C 2.92 1.30 2.15
C 3.89 1.07 3.12
C 4.93 0.18 2.88
C 5.01 -0.48 1.66
C 4.06 -0.26 0.67
C 4.24 -0.90 -0.67
C 2.99 0.61 0.94
N 2.05 0.88 -0.10
C 2.36 1.88 -0.93
C 3.56 2.76 -0.76
C 1.55 2.00 -2.10
C 1.85 3.07 -3.11
N 0.61 1.09 -2.26
C -0.02 0.98 -3.53
C 0.68 0.37 -4.59
C 2.15 0.04 -4.50
C 0.01 0.11 -5.77
C -1.31 0.50 -5.94
C -1.95 1.21 -4.95
C -1.32 1.48 -3.75
C -1.96 2.42 -2.77
H 1.50 2.31 3.40
H 1.05 2.25 1.68
H 2.33 3.34 2.25
H 3.86 1.62 4.04
H 5.69 0.03 3.63
H 5.83 -1.14 1.46
H 5.12 -0.47 -1.16
H 3.38 -0.75 -1.32
H 4.42 -1.97 -0.57
H 4.05 2.60 0.20
H 3.28 3.81 -0.84
H 4.29 2.56 -1.54
H 1.81 4.05 -2.65
H 1.13 3.03 -3.93
H 2.85 2.94 -3.53
H 2.51 -0.01 -3.48
H 2.71 0.81 -5.03
H 2.36 -0.90 -5.01
H 0.54 -0.37 -6.58
H -1.81 0.29 -6.87
H -2.95 1.59 -5.11
H -1.89 3.43 -3.17
H -1.44 2.40 -1.81
H -3.01 2.19 -2.63
C 0.69 -2.30 -2.72
C 1.11 -2.80 -1.40
N 1.36 -2.07 -0.33
C 1.83 -2.88 0.69
C 1.89 -4.21 0.37
S 1.38 -4.49 -1.23
C 2.32 -2.47 2.01
C 3.40 -3.06 2.61
S 3.61 -2.48 4.20
C 2.23 -1.48 4.01
N 1.69 -1.57 2.82
C 1.69 -0.66 5.11
H 0.26 -1.29 -2.66
H -0.05 -2.98 -3.16
H 1.55 -2.27 -3.39
H 2.20 -5.02 1.00
H 4.07 -3.79 2.19
H 2.45 -0.41 5.84
H 0.90 -1.22 5.61
H 1.23 0.25 4.72
O -0.56 1.76 0.24
S -1.90 2.47 0.56
C -1.54 4.24 0.25
C -1.97 4.98 1.50
C -1.49 4.14 2.68
C -1.92 2.71 2.38
H -2.10 4.54 -0.63
H -0.47 4.32 0.07
H -3.06 5.06 1.53
H -1.56 5.99 1.51
H -1.94 4.48 3.61
H -0.41 4.22 2.77
H -2.97 2.55 2.65
H -1.30 1.94 2.84
Te -0.34 -0.80 2.19
Cl -2.65 -0.13 1.25
Ge -2.20 -0.59 -1.11
Cl -1.69 -2.67 -0.50
Cl -4.25 -0.82 -1.70
```

Computed properties:
Multiplicity: 2
LUMO (spin up / spin down) in eV: -6.779 / -7.093
Frontier orbital gap (spin up / spin down) in eV: 6.08 / 5.81
Relative energy (zero: lowest compared OMol25 entry of this formula, charge and spin) in kJ/mol: 0.0
Charge: +2

Here is what natural (NBO) gives for the atomic charges, in e: Ti 1.221; C -0.648; C -0.018; C -0.224; C -0.165; C -0.215; C -0.019; C -0.624; C 0.135; N -0.622; C 0.312; C -0.694; C 0.316; C -0.699; N -0.550; C 0.140; C -0.041; C -0.645; C -0.198; C -0.167; C -0.190; C -0.050; C -0.637; H 0.233; H 0.236; H 0.232; H 0.230; H 0.236; H 0.232; H 0.241; H 0.201; H 0.236; H 0.263; H 0.257; H 0.265; H 0.255; H 0.263; H 0.261; H 0.204; H 0.240; H 0.240; H 0.230; H 0.238; H 0.233; H 0.241; H 0.199; H 0.245; C -0.655; C 0.136; N -0.605; C 0.094; C -0.390; S 0.561; C 0.116; C -0.408; S 0.552; C 0.130; N -0.506; C -0.679; H 0.220; H 0.272; H 0.258; H 0.267; H 0.264; H 0.252; H 0.267; H 0.246; O -1.071; S 1.273; C -0.570; C -0.417; C -0.417; C -0.573; H 0.253; H 0.235; H 0.224; H 0.251; H 0.251; H 0.212; H 0.259; H 0.273; Te 0.211; Cl -0.381; Ge 0.921; Cl -0.403; Cl -0.350